Entry from the OMol25 dataset: C54H65CsN5O10PS3 as an isolated structure in a non-equilibrium geometry (ωB97M-V/def2-TZVPD).

Values from the calculation:
- charge = -2
- highest occupied orbital energy (eV) = -2.2101
- HOMO-LUMO gap (eV) = 5.3
- E_LUMO (eV) = 3.06
- relative energy (zero: lowest compared OMol25 entry of this formula, charge and spin) (kJ/mol) = 75.5
- total energy (eV) = -127323.8294

```
139
C54H65CsN5O10PS3 (ωB97M-V/def2-TZVPD)
Cs -0.1214 0.3881 -0.0987
C -1.3382 0.0372 -7.5380
C -1.1882 1.4132 -7.4059
C -1.2844 2.0175 -6.1641
C -1.5262 1.2476 -5.0279
C -1.6410 -0.1332 -5.1585
C -1.5659 -0.7335 -6.4056
N -1.6029 1.8061 -3.7149
N -2.0086 2.9841 -3.7447
C -2.0830 3.7177 -2.5286
C -2.5848 5.0105 -2.7486
C -2.6634 5.9000 -1.6982
C -2.2105 5.4846 -0.4470
C -1.7226 4.1941 -0.2696
C -1.6534 3.2246 -1.2874
H -1.2568 -0.4309 -8.5105
H -0.9871 2.0189 -8.2813
H -1.1685 3.0863 -6.0460
H -1.7815 -0.7225 -4.2609
H -1.6595 -1.8093 -6.4932
H -2.8901 5.2935 -3.7510
H -3.0439 6.9043 -1.8479
H -2.2295 6.1762 0.3902
H -1.3658 3.9488 0.7290
O 6.2309 -3.7624 0.3813
C 5.2309 -3.9951 -0.3125
O 5.1254 -4.6951 -1.3467
C 3.9048 -3.3676 0.1655
C 2.6951 -3.9362 -0.2201
C 1.5174 -3.2978 0.1063
N 1.4621 -2.1412 0.7667
C 2.6179 -1.6253 1.1980
C 3.8512 -2.2128 0.9331
C 2.5050 -0.3250 1.9883
O 3.0605 -0.3020 3.1197
O 1.8578 0.6082 1.4711
H 2.7022 -4.8452 -0.8052
H 0.5617 -3.7133 -0.2097
H 4.7666 -1.7647 1.2926
C 1.9547 3.2317 6.9687
C 1.6488 1.8070 6.5277
C 1.1120 1.7379 5.1034
N 2.1426 1.9876 4.1227
C 2.2243 3.0747 3.3861
S 1.1649 4.3818 3.3717
N 3.2991 3.0981 2.4981
C 4.5410 2.5048 2.5689
O 5.2340 2.4201 1.5788
C 5.0956 2.1628 3.9198
C 5.7290 0.9433 4.1116
C 6.3034 0.6558 5.3396
C 6.2672 1.5908 6.3660
C 5.6522 2.8189 6.1648
C 5.0621 3.1021 4.9426
H 2.3876 3.2515 7.9700
H 1.0486 3.8404 6.9690
H 2.6580 3.7052 6.2845
H 0.9075 1.3603 7.1971
H 2.5508 1.1909 6.5910
H 0.3082 2.4635 4.9613
H 0.7201 0.7384 4.8998
H 2.6092 1.1238 3.7428
H 3.1033 3.5516 1.6160
H 5.7337 0.2192 3.3122
H 6.7750 -0.3056 5.4951
H 6.7178 1.3613 7.3241
H 5.6210 3.5515 6.9618
H 4.5638 4.0499 4.7803
O 2.6310 -0.5747 -1.9092
S 1.7368 -0.6901 -3.0867
C 1.7315 -2.4301 -3.5416
C 0.5907 -2.9911 -4.0900
C 0.5852 -4.3476 -4.3888
C 1.7073 -5.1208 -4.1172
C 2.8361 -4.5496 -3.5402
C 2.8497 -3.1948 -3.2525
C 2.7067 -0.1258 -4.4964
C 2.0965 0.1249 -5.7145
C 2.8713 0.5619 -6.7770
C 4.2369 0.7539 -6.6094
C 4.8294 0.5179 -5.3763
C 4.0618 0.0811 -4.3063
H -0.2837 -2.3777 -4.2709
H -0.3018 -4.8018 -4.8126
H 1.6917 -6.1826 -4.3313
H 3.6961 -5.1391 -3.2514
H 3.7040 -2.7635 -2.7476
H 1.0286 -0.0123 -5.8322
H 2.4039 0.7633 -7.7320
H 4.8388 1.0994 -7.4399
H 5.8907 0.6790 -5.2430
H 4.4874 -0.0937 -3.3267
C -3.1713 -4.2871 -1.8311
C -4.4448 -3.4498 -1.8882
C -4.3484 -2.1905 -1.0343
S -3.2072 -0.9929 -1.7984
O -2.5728 -0.2301 -0.6851
C -4.4074 0.1190 -2.6131
C -4.7640 1.3272 -1.7612
C -5.7320 1.0308 -0.6246
H -3.2450 -5.1677 -2.4698
H -2.9796 -4.6224 -0.8108
H -2.3032 -3.7129 -2.1554
H -5.2960 -4.0436 -1.5442
H -4.6658 -3.1749 -2.9256
H -3.8844 -2.3955 -0.0654
H -5.3152 -1.7204 -0.8678
H -5.2708 -0.4936 -2.8890
H -3.9105 0.4452 -3.5264
H -5.1811 2.0845 -2.4308
H -3.8356 1.7490 -1.3660
H -6.6447 0.5471 -0.9882
H -6.0204 1.9553 -0.1230
H -5.2688 0.3909 0.1263
C -5.3640 -2.4337 4.1133
C -5.3036 -0.9177 4.0554
O -3.9752 -0.4493 3.9130
P -3.4064 -0.3114 2.3532
O -2.0710 0.5174 2.7156
C -2.0751 1.9555 2.7496
C -2.4857 2.4764 4.1086
O -2.7298 -1.7578 2.1047
C -1.5546 -2.2162 2.8023
C -1.3413 -3.6646 2.4370
H -6.3875 -2.7679 4.2919
H -4.7290 -2.8048 4.9175
H -5.0108 -2.8682 3.1787
H -5.6886 -0.4846 4.9814
H -5.9231 -0.5454 3.2301
H -2.7261 2.3426 1.9605
H -1.0544 2.2587 2.5148
H -3.5269 2.2351 4.3267
H -2.3520 3.5583 4.1293
H -1.8631 2.0367 4.8869
H -1.7042 -2.0864 3.8777
H -0.6977 -1.6173 2.4936
H -2.2070 -4.2692 2.7142
H -0.4590 -4.0481 2.9493
H -1.1689 -3.7597 1.3662
```